50
Properties=species:S:1:pos:R:3:forces:R:3:mulliken_charge:R:1 method="wB97M-V/def2-TZVPD" orbital_gap_ha=0.3517 total_charge=-2 molar_mass_g_mol=366.3 largest_force_ev_per_a=8.27 e_homo_ev=-4.4
S 0.03320 -0.11074 0.14362 1.06 1.00 3.55 -0.211
O 1.35720 0.47626 -0.13338 -0.67 -1.50 0.81 -0.206
O -0.75580 0.06426 -1.04538 -0.51 -0.10 0.69 -0.493
O 0.09220 -1.56574 0.36962 1.17 2.40 -1.59 -0.476
O -0.57180 0.50526 1.37862 1.80 0.32 -4.53 -0.806
O 3.27120 -0.32074 -1.76238 -2.19 -2.20 -0.84 -0.859
H 2.39420 -0.03074 -1.33438 1.82 -0.50 -0.25 0.317
H 2.92520 -1.15674 -2.25638 1.09 1.98 1.27 0.398
O -1.56680 2.12926 -1.77038 -1.04 4.11 -2.96 -0.752
H -1.25280 2.50426 -2.66038 -0.57 -1.20 2.22 0.263
H -1.14280 1.31826 -1.57638 0.61 -0.52 -0.17 0.638
O 1.89820 2.73726 -1.05338 -1.00 -1.27 -0.21 -0.785
H 1.59320 1.86526 -0.61138 0.61 2.44 -0.78 0.533
H 1.57020 2.51226 -1.96238 0.78 0.61 0.77 0.396
O -3.67780 -0.85374 0.24662 -6.21 5.34 1.09 -0.762
H -3.76180 0.23126 0.27962 0.88 -4.40 -0.12 0.388
H -2.83380 -1.07274 0.09362 5.10 -0.90 -0.29 0.349
O -1.27080 -3.08374 1.39662 0.26 0.35 0.93 -0.768
H -0.56280 -2.43174 0.99262 -2.40 -1.76 1.54 0.478
H -1.38980 -3.74474 0.73662 -0.30 -0.77 -0.72 0.243
O 1.93620 1.27426 -3.35638 -2.25 5.66 -4.17 -0.759
H 1.17820 0.80726 -3.19938 -3.16 -2.46 0.23 0.304
H 2.62320 0.88226 -2.99038 5.01 -3.04 2.85 0.434
O 0.31220 -3.42174 -1.54038 -0.38 1.46 1.29 -0.703
H 0.17520 -2.67774 -0.81938 0.54 -2.24 -2.08 0.413
H 0.48820 -4.24374 -1.07138 0.08 0.29 0.22 0.303
O 3.10620 1.46726 1.59662 -0.19 -0.48 2.50 -0.721
H 3.88020 1.93526 1.36562 0.87 0.69 -0.82 0.292
H 2.57920 1.23326 0.85562 -0.35 -0.20 -1.29 0.366
O 0.92720 0.66826 3.58662 -2.19 0.27 -2.74 -0.710
H 1.61320 0.90826 2.94162 0.46 0.04 0.55 0.393
H 0.13720 0.67926 2.86762 2.81 0.10 3.00 0.560
O -0.92280 3.14326 1.31862 -4.84 -1.84 0.43 -0.640
H -0.24580 3.70226 1.25062 4.60 2.78 -0.61 0.269
H -0.70380 2.22026 1.42662 0.75 -0.32 -0.64 0.515
O 2.11920 -2.58474 1.20162 6.76 -2.56 2.21 -0.740
H 1.32220 -2.29074 0.95262 -3.66 2.34 -1.07 0.503
H 2.76820 -1.88974 1.44662 -1.35 -0.45 -0.47 0.302
O -2.38480 -1.38874 -2.09338 7.31 -1.01 -3.58 -0.786
H -3.05880 -1.28674 -1.56938 -6.08 0.91 4.34 0.523
H -1.54780 -1.05374 -1.54138 -3.35 -1.63 -1.59 0.194
O -0.29980 -0.53774 -3.41538 0.38 1.27 2.22 -0.784
H -0.98880 -0.74674 -4.04138 -0.52 -0.02 0.45 0.233
H -0.68280 -0.25874 -2.44338 1.32 -1.05 -4.45 0.505
O -1.81380 -0.52274 2.93562 -2.86 -2.05 2.43 -0.680
H -1.99380 -1.47474 2.82362 0.21 0.58 -0.10 0.356
H -1.00780 -0.32474 2.50262 0.56 -0.63 -0.46 0.185
O -2.15780 2.15326 3.40362 -0.89 -0.58 0.67 -0.705
H -2.35080 1.21226 3.17762 0.61 0.78 0.20 0.415
H -1.35480 2.44426 2.95662 -0.49 -0.03 0.08 0.277

***

25
Properties=species:S:1:pos:R:3:forces:R:3:mulliken_charge:R:1 method="wB97M-V/def2-TZVPD" orbital_gap_ha=0.2801 total_charge=-1 molar_mass_g_mol=529.7 largest_force_ev_per_a=0.60 e_homo_ev=-5.4
Ba 0.81996 0.51568 -0.61758 0.34 -0.25 -0.42 1.889
N -1.40225 2.14200 -1.58599 0.10 -0.10 0.00 -0.477
C -1.00694 3.48088 -1.11827 0.04 0.12 0.13 -0.475
C -0.47788 3.46678 0.33434 -0.16 0.37 -0.10 0.580
O -0.58073 4.49858 0.98350 0.00 -0.06 -0.04 -0.680
O 0.05558 2.36580 0.70098 0.02 0.06 0.34 -0.751
H -1.65413 2.17161 -2.56702 -0.01 0.01 0.01 0.193
H -2.21790 1.82392 -1.07285 -0.01 0.01 -0.02 0.201
H -1.80323 4.22648 -1.16973 -0.03 -0.06 -0.05 0.304
H -0.18248 3.82811 -1.74663 -0.02 0.00 -0.02 0.217
Cl 2.69890 -2.17836 1.05455 0.06 0.00 0.00 -0.306
C 1.02273 -2.64858 1.36525 -0.03 -0.08 0.02 1.350
C 0.04411 -1.95561 0.69245 0.10 0.20 -0.06 -1.884
C -1.24519 -2.31881 0.99735 -0.09 -0.05 0.02 1.021
Cl -2.54492 -1.43576 0.19173 -0.09 0.03 -0.04 -0.281
C -1.59020 -3.32115 1.89908 0.27 0.01 -0.04 -0.546
Cl -3.23049 -3.72406 2.24067 -0.10 -0.02 0.01 -0.196
C -0.55262 -4.00853 2.53305 -0.02 -0.06 0.06 0.797
Cl -0.91673 -5.27515 3.65114 0.00 0.00 0.00 -0.205
C 0.77766 -3.67481 2.27232 -0.16 0.09 -0.07 -0.560
Cl 2.05622 -4.51791 3.06467 0.06 -0.04 0.04 -0.193
F 2.00766 2.43786 -3.20349 -0.09 0.08 -0.02 -0.241
C 2.80085 1.38042 -2.68328 -0.18 -0.26 0.29 -0.178
F 3.13725 0.68475 -3.84154 0.00 0.01 -0.02 -0.285
F 3.98479 2.03587 -2.37470 0.01 0.02 -0.02 -0.295

***

7
Properties=species:S:1:pos:R:3:forces:R:3:mulliken_charge:R:1 method="wB97M-V/def2-TZVPD" orbital_gap_ha="0.2545 / 0.2545" molar_mass_g_mol=77.1 largest_force_ev_per_a=3.06 e_homo_ev="-9.0 / -9.0"
C 0.18404 -0.76353 -0.54469 -2.06 -1.06 0.92 0.063
N 0.90224 -0.03216 0.45253 -1.51 1.73 0.12 -0.275
O 0.63208 -1.30867 0.72197 -0.02 -0.10 -0.53 -0.126
S -0.97362 1.67022 1.26242 2.28 -0.67 -1.92 -0.280
H -0.90785 -0.81388 -0.65029 0.28 0.99 0.77 0.219
H 0.53715 -1.16024 -1.45623 1.82 -0.17 -0.62 0.264
H -0.37404 2.40825 0.21430 -0.79 -0.74 1.25 0.135

***

60
Properties=species:S:1:pos:R:3:forces:R:3:mulliken_charge:R:1 method="wB97M-V/def2-TZVPD" orbital_gap_ha="0.3043 / 0.1747" s_squared=8.8329 total_charge=+3 molar_mass_g_mol=805.5 multiplicity=6 largest_force_ev_per_a=3.26 e_homo_ev="-17.2 / -17.6"
Pt 0.02083 -0.11146 0.21807 0.37 -1.53 0.56 1.389
C 2.39633 -0.88266 -1.77533 -0.15 0.09 -0.17 -1.186
C 3.02873 -0.81646 -0.43663 0.48 -0.07 -0.07 0.777
C 4.41193 -1.03126 -0.27053 -0.12 -0.02 0.14 -0.824
C 4.94383 -1.10076 0.98917 -0.09 -0.05 -0.02 -0.733
C 4.09353 -1.01066 2.11317 -0.82 0.22 -0.51 1.152
C 4.54543 -1.18036 3.44177 -0.03 0.00 0.10 -0.722
C 3.65933 -1.16076 4.50427 -0.21 0.03 0.12 -0.782
C 2.30543 -0.95746 4.28107 0.33 -0.09 0.23 -0.595
C 1.81333 -0.74836 2.98177 -0.77 0.09 -0.39 1.153
S 0.13433 -0.56266 2.76567 0.36 0.18 -0.33 -0.264
C 2.71123 -0.76786 1.86767 1.07 -0.21 0.55 -0.447
N 2.25473 -0.62446 0.61467 -1.18 0.34 -0.27 -0.197
H 3.02043 -0.43256 -2.54173 0.02 0.11 -0.05 0.609
H 1.40423 -0.40226 -1.76233 0.38 -0.14 -0.24 0.057
H 2.28223 -1.94206 -2.02103 -0.14 -0.02 -0.03 0.204
H 5.02743 -1.16276 -1.14693 0.06 0.02 -0.06 0.537
H 6.00343 -1.26666 1.13547 0.03 -0.01 -0.02 0.501
H 5.60133 -1.34146 3.61937 0.02 -0.03 -0.01 0.468
H 4.01563 -1.31826 5.51357 0.00 0.02 -0.02 0.445
H 1.61393 -0.96586 5.11097 -0.06 0.00 0.07 0.479
N -0.82137 -1.69246 -2.70233 -0.27 -0.08 -0.19 0.048
C -2.07567 -1.25826 -2.73403 0.21 -0.01 0.11 1.091
C -2.75297 -1.03916 -3.96253 -0.26 0.03 -0.02 -0.683
C -4.11677 -0.82686 -3.99503 0.33 -0.01 -0.02 -0.807
C -4.85337 -0.85676 -2.81723 -0.09 0.04 -0.16 -0.699
C -4.22307 -1.01926 -1.55833 0.94 -0.09 0.40 0.506
C -4.93977 -1.10536 -0.34933 0.17 -0.02 0.11 -0.621
C -4.25097 -1.22406 0.83797 -0.01 -0.02 -0.26 -0.973
C -2.85567 -1.14926 0.81457 -0.46 -0.11 0.27 -0.150
N -2.16727 -1.04296 -0.30713 1.07 0.37 0.21 0.134
C -2.79977 -1.08496 -1.48983 -1.02 0.10 -0.21 0.473
H -0.47287 -2.16586 -1.86883 0.10 0.00 0.15 -0.282
H -0.35717 -1.92006 -3.57573 -0.04 0.03 0.09 0.334
H -2.19397 -1.10666 -4.88433 0.08 -0.01 -0.09 0.457
H -4.61307 -0.67716 -4.94363 -0.02 -0.02 0.00 0.444
H -5.92467 -0.71906 -2.84893 -0.11 -0.07 0.01 0.499
H -6.02137 -1.10526 -0.36663 -0.05 0.03 0.01 0.492
H -4.76327 -1.34986 1.77877 -0.04 0.03 0.07 0.492
H -2.29957 -1.19066 1.74407 -0.03 0.02 -0.10 0.317
N -0.28077 1.87104 -0.00783 0.20 -0.26 0.27 -0.656
C -0.23367 3.03084 0.07607 -0.12 -0.45 -0.13 0.801
C -0.20687 4.41214 0.16627 0.01 0.89 0.08 0.558
C 0.90663 5.14204 -0.31213 0.00 -0.04 0.00 -0.391
C 0.92153 6.51444 -0.19053 0.07 -0.05 0.08 -0.657
C -0.16307 7.18684 0.38077 0.02 -0.41 -0.03 -0.301
C -1.26857 6.47054 0.84607 -0.10 -0.01 -0.04 -0.642
C -1.29717 5.09664 0.75537 0.07 -0.04 -0.01 -0.405
H 1.74573 4.61344 -0.73903 0.07 0.02 -0.08 0.456
H 1.78953 7.07234 -0.51253 -0.02 -0.01 -0.09 0.428
H -0.14347 8.26394 0.46897 0.00 0.04 -0.01 0.435
H -2.11157 6.99824 1.27097 0.02 -0.03 0.03 0.428
H -2.14687 4.53484 1.10777 -0.13 -0.02 0.09 0.456
F 0.29793 -2.30856 0.00317 -0.09 0.84 -0.15 -0.314
As -0.06137 -4.37966 0.14277 -0.12 3.18 -0.70 1.774
F -0.82927 -3.83566 1.61277 0.43 -0.67 -0.69 -0.433
F -1.54887 -3.83606 -0.70433 0.99 -0.74 0.63 -0.433
F 0.70443 -4.25106 -1.44223 -0.42 -0.39 1.07 -0.440
F -0.34827 -5.99746 0.20377 -0.12 -0.58 0.04 -0.324
F 1.48913 -4.27786 0.89997 -0.79 -0.42 -0.33 -0.429